Entry 1:
The following is a DFT calculation (the ωB97M-V functional and the def2-TZVPD basis) of a molecular structure, C25H29N13SeTi.

Structure (XYZ):
```
69
Properties=species:S:1:pos:R:3
N 1.49 -0.18 -4.47
H 0.10 -2.43 2.19
C 0.65 -0.80 -3.68
H -0.97 5.83 0.86
H -1.31 -1.87 4.17
N -3.10 -3.18 -2.81
H 0.79 3.02 0.74
C -1.93 3.92 1.02
H -0.21 0.10 4.00
H 2.96 3.57 1.81
H -1.79 -0.88 0.82
H -0.15 5.92 -2.60
C 0.75 -4.92 -0.88
H -0.52 3.25 -2.50
H 4.56 1.74 2.31
H 2.81 -6.89 0.95
C -1.99 1.21 -1.64
N -0.73 -0.11 3.16
H -3.52 4.13 2.45
C 3.61 1.51 1.84
N 1.74 -1.42 0.54
H -3.06 1.14 -1.87
C -0.93 3.46 -1.52
H -1.33 0.66 2.89
C 2.70 -4.78 1.11
H 0.22 0.72 0.20
H 1.24 5.35 -1.68
Ti 0.31 -1.86 -0.72
H 0.22 6.64 -1.03
C 3.30 0.20 1.52
C 0.21 5.70 -1.59
C -1.18 4.89 0.36
N -2.56 -2.54 -3.87
H -0.02 -5.00 -1.65
H -2.13 5.22 2.72
N 2.47 -2.40 1.15
C 1.35 -6.07 -0.43
C -0.98 -2.31 2.11
N 2.57 0.06 -3.68
H -1.44 -3.30 2.22
H -2.05 3.49 3.12
N 2.37 -0.38 -2.49
C 1.09 -3.64 -0.37
H -1.79 0.32 -1.03
C 1.20 0.93 0.63
C 2.72 2.54 1.56
N -1.30 -1.78 0.75
C -1.44 -2.01 -3.39
C -1.70 2.48 -0.89
C -0.66 4.68 -0.91
C 2.09 -0.11 0.90
N 1.13 -0.94 -2.44
N -0.59 -1.23 -4.12
Se -3.26 1.36 1.28
N -1.27 -2.30 -2.10
C -2.43 4.22 2.41
H 3.46 -4.70 1.89
H -2.00 -2.39 0.31
C -2.21 2.69 0.40
N -2.36 -3.06 -1.77
H 3.99 -0.61 1.72
C 2.34 -5.98 0.59
C 2.10 -3.57 0.65
H -1.42 1.15 -2.57
H -0.78 -1.12 -5.09
C -1.45 -1.37 3.21
C 1.51 2.24 0.95
H 1.07 -7.03 -0.83
H -2.53 -1.19 3.10
```

## Properties
Multiplicity   1
E_LUMO (spin up / spin down)   0.169 / 0.169 Ha
Frontier orbital gap (spin up / spin down)   5.862 / 5.867 eV
Charge   -2

Here are the natural (NBO) charges for atoms 1 to 6, given in e:
1. N -0.407
2. H 0.219
3. C 0.461
4. H 0.182
5. H 0.173
6. N -0.092

---

Entry 2:
The following is a DFT calculation (the ωB97M-V functional and the def2-TZVPD basis) of a single C25H29N3O3 molecule.

Structure (XYZ):
```
60
Properties=species:S:1:pos:R:3
N 5.42 0.82 0.47
H 1.34 -3.00 -2.44
H -0.85 1.98 -1.60
C -3.00 2.32 -0.01
H 6.47 1.96 1.81
H -2.31 0.31 -0.30
C -0.44 -2.11 -1.58
H 2.96 -0.47 -2.67
H -0.80 -1.11 -1.35
H 2.15 1.73 2.30
C -0.68 2.25 0.52
H -4.37 -2.33 3.37
C 1.48 1.77 1.45
C 3.33 0.93 0.06
H -6.14 1.22 -1.96
C 1.95 -2.17 0.01
C 1.10 1.46 -0.89
H 7.11 0.31 1.59
C -3.49 -1.91 1.46
H -0.20 2.49 2.58
H 3.76 -1.87 -1.94
C -1.79 -3.07 0.30
H -0.07 -3.96 -0.53
C 0.18 2.19 1.62
C -3.10 1.01 -0.49
H 2.64 -1.68 0.70
H 0.23 -1.30 0.94
C -4.23 0.63 -1.19
C -5.27 1.53 -1.41
H -3.08 -3.44 2.91
C 0.97 -2.00 -2.15
H -5.97 3.52 -1.08
O -2.45 -4.08 0.30
O -2.21 -1.91 0.82
C 0.58 -2.29 0.68
C 5.20 -0.12 -0.47
H -3.83 -0.87 1.42
H -1.10 -2.57 -2.31
H -4.17 -2.54 0.88
C 3.86 -0.09 -0.78
H 1.46 1.21 -1.87
H -3.95 4.22 0.17
N 1.84 -1.36 -1.19
C -4.04 3.22 -0.22
H 5.99 -0.73 -0.86
H 0.67 -2.89 1.59
C -0.40 -2.95 -0.29
C -0.20 1.90 -0.74
C -3.40 -2.40 2.89
H 2.34 -3.18 -0.22
H 7.37 1.55 0.34
C 1.95 1.39 0.20
H 0.94 -1.38 -3.06
H -4.31 -0.38 -1.56
C 3.13 -0.99 -1.72
C -5.17 2.82 -0.92
C 6.67 1.18 1.08
N 4.30 1.45 0.81
H -2.68 -1.81 3.45
O -1.94 2.75 0.74
```

## Properties
Multiplicity   1
E_LUMO   0.027 Ha
Frontier orbital gap   8.595 eV

Here are the natural (NBO) charges for atoms 1 to 6, given in e:
1. N -0.154
2. H 0.160
3. H 0.227
4. C 0.295
5. H 0.237
6. H 0.240

---

Entry 3:
The following is a DFT calculation (the ωB97M-V functional and the def2-TZVPD basis) of 2 unconnected molecules or ions with the total composition C25H29N5O2 in a non-equilibrium geometry.

Structure (XYZ):
```
61
Properties=species:S:1:pos:R:3
H -2.07 4.61 2.69
H 3.17 -1.44 -2.47
C -1.10 2.29 5.08
H 1.76 -6.25 -3.68
C -3.52 2.46 3.93
C -3.06 4.23 2.42
H -4.51 1.59 2.23
H 1.34 -2.28 -4.51
C -1.91 -1.10 -0.99
H -2.89 0.92 2.50
C -2.90 1.05 -2.52
H -0.27 1.01 7.30
H 3.35 -5.51 -2.20
C -2.21 2.35 4.59
H -4.82 3.98 3.46
H 4.87 -1.27 -4.13
C 0.26 -0.85 -2.47
C -1.08 -0.55 -1.98
N 2.54 2.89 5.38
N 2.85 -4.77 -2.67
C 3.23 -2.24 -5.12
C 1.27 2.91 4.94
C 3.10 -3.55 -2.16
H -1.55 -1.93 -0.40
C 4.69 -2.16 -4.72
N 2.29 -2.26 -4.18
O 2.92 -2.26 -6.30
H 2.33 -4.92 -4.70
H -3.26 1.88 -3.10
C -3.21 -0.60 -0.76
H 0.56 -2.88 -2.04
C -3.49 1.84 2.54
C 0.52 0.09 -3.42
N -0.58 0.90 -3.58
H 5.30 -2.11 -5.63
H 2.10 0.99 8.13
H -0.62 1.66 -4.25
O 3.88 -3.49 -1.22
N -3.82 3.86 3.62
C 1.83 1.52 7.22
C 1.92 -5.17 -3.72
C 2.82 2.21 6.51
C -3.70 0.47 -1.52
H -4.29 2.00 4.56
H 1.44 0.18 -3.98
C 0.23 2.24 5.60
H -1.87 2.74 1.41
H -4.70 0.85 -1.35
C 0.51 1.54 6.77
C -2.93 2.93 1.63
H 0.95 -4.67 -3.60
C -1.61 0.55 -2.73
H -3.58 5.00 1.84
H -3.83 -1.04 0.01
H 3.84 2.19 6.87
C 1.16 -1.97 -2.00
H 4.97 -3.05 -4.16
H 1.38 -1.79 -0.95
C 2.49 -2.25 -2.72
H -3.48 2.98 0.68
H 1.05 3.46 4.03
```

## Properties
Multiplicity   1
E_LUMO   0.021 Ha
Frontier orbital gap   8.812 eV

Here are the natural (NBO) charges for atoms 1 to 6, given in e:
1. H 0.193
2. H 0.230
3. C -0.031
4. H 0.214
5. C -0.124
6. C -0.234

---

Entry 4:
The following is a DFT calculation (the ωB97M-V functional and the def2-TZVPD basis) of a molecular structure, C25H30AsF9IrN9O2P.

Structure (XYZ):
```
78
Properties=species:S:1:pos:R:3
F 3.46 0.92 2.86
H -5.46 0.30 -3.23
H 1.90 4.29 1.66
H -1.34 5.21 -1.91
C -1.66 -1.92 -0.04
C 0.94 2.98 -2.86
C -4.55 -0.30 -3.17
N -1.09 2.26 2.27
C 2.45 3.63 -0.34
C 1.61 -0.39 -2.62
C 1.53 -1.36 -3.58
N -2.29 -2.77 0.80
F 4.45 -0.50 -0.83
C -2.40 2.15 -1.65
As 0.76 2.87 -0.92
O 2.02 0.30 0.23
H -4.23 -3.29 0.17
C -0.42 4.26 -0.18
H -4.23 2.46 -2.87
H -4.77 -1.21 -2.62
C -1.07 -1.38 1.97
H 2.24 -1.67 -4.33
H 0.67 -3.65 -4.60
C 1.20 4.33 -3.52
N -0.90 -1.08 0.65
H 0.06 2.48 -3.29
H 2.43 0.26 -2.36
F 4.46 1.25 0.41
H -1.26 6.22 -0.47
H 0.32 4.97 -3.51
N -3.68 0.25 0.81
H 2.64 2.70 1.59
H -0.73 -2.67 -5.09
H -0.82 -3.71 -3.66
F 2.48 -2.22 -0.60
F 1.60 -2.44 1.35
F 1.66 -0.23 3.01
F 5.30 -0.59 1.16
F 3.72 -2.75 1.08
C -3.07 1.01 1.43
C -3.29 -3.77 0.44
C 2.69 -1.99 0.70
P -1.99 -1.76 -1.80
C 4.31 -0.07 0.43
H 0.13 4.57 0.72
H 0.19 5.93 -1.44
C -3.49 1.83 -2.40
H 2.43 4.64 -0.76
C -2.37 2.01 2.19
C -0.30 -1.39 -2.37
H -0.58 -0.84 2.75
H -4.22 -0.55 -4.18
H 1.48 4.18 -4.56
N -3.90 3.49 3.66
H -3.45 -4.41 1.30
H 1.79 2.31 -3.04
O -0.18 1.65 1.59
H 3.63 4.14 1.38
H 2.02 4.86 -3.04
H 3.25 3.08 -0.85
C -2.50 -0.01 -1.75
Ir -0.01 0.65 -0.20
H -2.05 3.13 -1.38
C 2.90 -0.24 2.52
C -1.93 -2.43 2.07
C -0.72 5.47 -1.06
H -1.33 3.80 0.20
N -3.54 0.47 -2.47
C 2.89 -0.46 0.97
C -0.18 -3.07 -4.24
C 2.66 3.69 1.16
C -3.20 2.83 3.03
N -1.80 0.99 -1.23
N 0.46 -0.42 -1.88
H -2.30 -2.96 2.93
F 3.57 -1.20 3.16
H -2.93 -4.38 -0.39
N 0.33 -1.98 -3.41
```

## Properties
Multiplicity   1
E_LUMO   -0.106 Ha
Frontier orbital gap   8.611 eV
Charge   +1

Here are the Löwdin charges for atoms 1 to 6, given in e:
1. F 0.179
2. H 0.102
3. H 0.068
4. H 0.065
5. C -0.472
6. C -0.388

---

Entry 5:
The following is a DFT calculation (the ωB97M-V functional and the def2-TZVPD basis) of a molecular structure, C25H30Br8I2O10P2Pb.

Structure (XYZ):
```
78
Properties=species:S:1:pos:R:3
H 0.51 2.75 -4.85
I -1.02 -3.29 0.52
H -4.04 5.35 -1.01
H -1.68 -0.27 -7.54
O -3.41 2.78 -1.20
H -1.01 5.10 -0.70
H -1.67 -2.36 -6.04
C -0.61 -0.55 -5.70
H -2.32 3.30 0.48
H -1.83 4.65 -2.21
O -1.84 1.00 -0.33
C -4.61 0.36 0.85
O -0.04 -0.14 2.49
C 3.95 -4.79 -0.24
C -5.11 0.21 -0.58
O 2.54 -1.05 -1.17
H -5.42 0.09 1.52
Br -0.78 5.39 4.60
Pb 0.39 -0.26 0.14
C 2.66 1.50 -3.58
Br 0.89 4.88 1.77
H -2.30 -1.44 -4.68
H -2.33 0.66 -6.18
Br -2.01 2.83 6.25
H 3.49 2.18 -3.78
C -3.67 4.87 -0.10
C -1.50 4.28 -1.23
H -7.10 0.95 -0.26
P -2.80 1.33 -1.40
H -6.57 0.99 -1.95
Br -1.59 -0.25 5.06
C 2.97 -4.23 0.54
C 2.99 -2.19 -0.90
C 4.01 -2.83 -1.68
O -0.61 -0.92 -2.41
H -4.32 1.39 1.06
C -1.38 -1.75 -5.18
H -2.80 0.85 -3.76
C -0.54 3.66 3.93
C 4.48 -4.08 -1.36
Br 4.66 -1.85 -3.15
C 0.88 3.25 -3.96
Br 4.59 -6.51 0.17
Br 5.82 -4.88 -2.41
H -5.94 2.18 -0.79
C 1.50 2.27 -3.00
C -1.41 0.31 -6.66
H 2.99 0.73 -2.88
O 1.55 -2.39 0.95
C 2.45 -2.93 0.26
H -4.53 4.46 0.45
O 0.95 1.94 1.14
C 0.14 3.47 2.76
O -4.05 0.41 -1.57
C -2.68 3.79 -0.43
I -3.48 -3.46 -0.44
H -0.83 1.17 -6.98
H -1.90 2.30 -3.38
O 0.51 1.33 -2.46
C -6.25 1.14 -0.92
H 0.30 -0.90 -6.19
H 0.06 3.81 -3.49
H -3.20 5.63 0.53
H 1.82 2.80 -2.10
C -2.08 1.28 -3.06
C -1.08 2.54 4.65
C -0.21 1.01 2.96
C -0.91 1.26 4.18
H -3.76 -0.29 1.04
H -5.40 -0.83 -0.74
C 0.33 2.16 2.21
H -0.75 3.49 -1.37
P -0.53 0.36 -3.13
H -0.79 -2.34 -4.49
Br 2.21 -5.10 2.02
H 2.37 1.02 -4.52
O -0.10 0.32 -4.64
H 1.64 3.97 -4.27
```

## Properties
Multiplicity   1
E_LUMO (spin up / spin down)   -0.065 / -0.066 Ha
Frontier orbital gap (spin up / spin down)   6.007 / 5.787 eV

Here are the Löwdin charges for atoms 1 to 6, given in e:
1. H 0.076
2. I 0.367
3. H 0.090
4. H 0.088
5. O -0.176
6. H 0.064

---

Entry 6:
The following is a DFT calculation (the ωB97M-V functional and the def2-TZVPD basis) of a molecular structure, C25H30BrClINO2TeV.

Structure (XYZ):
```
63
Properties=species:S:1:pos:R:3
C -0.87 2.79 -0.80
H -2.95 -6.50 -0.84
Br 1.76 -1.98 -1.05
H 0.06 4.36 0.43
I -6.12 -2.44 -0.76
H 3.83 0.08 -0.98
C 5.00 2.40 0.34
C -0.28 -2.11 2.27
H -1.01 3.07 -2.95
C 0.43 -6.02 -1.13
H -2.37 1.39 -1.57
C 2.87 2.01 -0.91
C -2.50 -2.17 1.61
H -0.73 3.08 1.36
C 1.62 2.62 -0.87
H 4.41 2.73 -3.06
O -0.66 -0.21 -1.03
H 5.95 2.94 0.35
H -1.69 4.30 0.52
H -2.22 1.37 0.18
C -5.21 -2.24 2.12
C -0.95 3.68 -2.05
C 4.18 2.79 -0.90
C -1.97 -2.03 3.96
H -2.29 -1.97 4.99
O -2.92 -2.25 -0.72
Cl -4.95 -2.09 4.80
H 3.39 4.65 -1.72
H 1.58 3.70 -0.82
C 3.96 4.31 -0.86
C -4.34 -2.15 3.17
H 0.42 -6.06 -0.04
C 2.89 0.62 -0.96
Te -1.13 -4.74 -1.81
H 5.92 3.02 -2.18
C -0.79 3.69 0.45
C 1.70 -0.06 -0.98
H -6.28 -2.28 2.31
C -0.64 -2.02 3.62
H -1.84 4.31 -2.00
H -0.08 4.33 -2.14
H 3.42 4.61 0.04
C -3.40 -2.23 0.48
C -2.95 -2.12 2.94
H 1.37 -5.59 -1.46
C -2.19 2.02 -0.70
H 5.22 1.41 -2.23
C 0.42 0.52 -0.96
H 0.13 -1.95 4.37
H -3.49 -4.81 -0.65
H 5.23 1.33 0.35
C 0.40 1.94 -0.88
H -2.31 -5.49 0.50
C -2.66 -5.50 -0.54
C -4.75 -2.28 0.79
V -0.88 -2.16 -0.77
H 4.46 2.63 1.25
N -1.17 -2.19 1.30
C 4.98 2.47 -2.17
H 0.76 -2.12 1.97
H -3.01 2.74 -0.62
H 4.92 4.82 -0.86
H 0.32 -7.01 -1.55
```

## Properties
Multiplicity   4
E_LUMO (spin up / spin down)   -0.005 / -0.011 Ha
Frontier orbital gap (spin up / spin down)   6.859 / 7.321 eV

Here are the natural (NBO) charges for atoms 1 to 6, given in e:
1. C -0.071
2. H 0.230
3. Br 0.101
4. H 0.200
5. I 0.162
6. H 0.212

---

Entry 7:
The following is a DFT calculation (the ωB97M-V functional and the def2-TZVPD basis) of a molecular structure, C25H30CaN9O3PS2 in a non-equilibrium geometry.

Structure (XYZ):
```
71
Properties=species:S:1:pos:R:3
C -3.15 -1.76 1.81
H 5.26 0.25 -0.13
H 1.89 0.78 -8.34
O -1.64 -1.75 -2.51
H 1.24 0.73 2.72
H -5.27 1.70 1.75
C 0.87 0.38 -8.31
C -2.21 0.99 -0.36
H 4.07 -0.45 -1.24
C -3.93 -0.79 2.34
N -2.41 -1.24 0.76
C 2.76 -1.90 0.50
S -0.33 -2.21 -3.00
C 1.32 -1.43 -5.00
N -0.53 -3.98 0.93
P 1.31 -0.75 0.78
C -4.19 1.67 1.86
C 3.49 1.43 1.44
H -1.55 0.47 -1.05
H 1.76 -0.88 3.17
N 4.06 -1.23 0.70
C -2.02 2.88 6.05
H 4.03 -1.58 2.76
C -1.35 2.14 3.37
H -2.28 3.16 7.06
C 1.89 -0.10 2.42
H 4.51 1.80 1.58
H 0.09 2.98 6.33
H 0.79 -0.37 -9.10
N -4.89 2.30 4.09
C -1.02 -0.85 -5.25
H -3.74 2.36 1.14
H 2.67 -2.73 1.19
N -4.39 2.62 5.23
S -0.23 -6.12 2.71
H -3.00 1.45 -0.94
C -2.68 2.27 3.80
C 1.59 -0.83 -6.21
C -0.72 -0.26 -6.47
H 1.31 1.54 -0.05
H 2.71 -2.30 -0.51
C -0.38 2.41 4.31
C 4.19 -0.75 2.07
H -1.64 1.79 0.12
H 2.12 -1.88 -4.41
Ca -0.75 -2.41 -0.51
H 1.83 0.42 -1.30
C 1.94 0.67 -0.24
N 3.28 0.35 2.41
N -3.89 2.09 3.20
C -0.71 2.78 5.63
H -4.62 -0.78 3.17
N -3.66 0.35 1.60
H -3.04 -2.79 2.12
C 0.57 -0.24 -6.97
O 0.70 -1.73 -2.05
N 3.33 1.02 0.05
H -1.10 1.85 2.36
C -2.75 0.02 0.65
O -0.27 -3.65 -3.14
H -2.03 -0.87 -4.86
H 0.18 1.19 -8.54
H 5.21 -0.39 2.20
C -3.01 2.61 5.10
H 2.80 2.24 1.66
C -0.40 -4.89 1.68
H 2.61 -0.81 -6.59
H 0.66 2.33 4.03
C 0.01 -1.43 -4.53
H -1.52 0.20 -7.04
C 4.23 -0.11 -0.22
```

## Properties
Multiplicity   1
E_LUMO   -0.001 Ha
Frontier orbital gap   7.770 eV

Here are the Löwdin charges for atoms 1 to 6, given in e:
1. C -0.102
2. H 0.125
3. H 0.078
4. O -0.439
5. H 0.048
6. H 0.141

---

For the records above, the corresponding relative energy (zero: lowest compared OMol25 entry of this formula, charge and spin) values read 81.3; 278.7; 323.5; 11.9; 0.0; 0.0; 0.0 kJ/mol.
For the records above, the corresponding calculated total energy values read -134230.709; -37008.799; -37940.096; -141336.533; -647259.978; -155645.626; -95366.338 eV.